Record 1
Here is a 9-piece molecular cluster, C4H23NO11 overall from the OMol25 dataset. Energies are from the ωB97M-V functional and the def2-TZVPD basis.

Output
SMILES	O=CN[C@@H](C=O)CO.O.O.O.O.O.O.O.O
frontier orbital gap	10.27	eV
net charge	0
ΔE to the lowest compared entry with this formula, charge and spin	0.708	eV

Element x y z (Å)
O: -2.34565 -1.38390 -0.52772
C: -3.12298 -0.67119 0.06840
N: -2.92826 0.63142 0.37412
C: -1.76082 1.35388 -0.10082
C: -0.49138 0.47164 0.24413
O: -0.56117 -0.19790 1.23323
C: -1.72225 1.62743 -1.60648
O: -0.43500 2.16011 -1.95028
H: -4.11142 -0.99098 0.47297
H: -3.66638 1.23677 0.68582
H: -1.71495 2.29036 0.47885
H: 0.35451 0.55111 -0.46413
H: -2.52636 2.25083 -1.97599
H: -1.83494 0.72317 -2.19198
H: -0.08938 1.63727 -2.67696
O: -1.99877 -1.89416 3.45168
H: -1.11849 -1.63693 3.75831
H: -1.78664 -2.63807 2.86879
O: 2.07945 -1.16436 -1.08376
H: 1.38619 -1.83956 -0.79293
H: 2.49337 -0.98242 -0.22702
O: 0.35497 -2.73538 2.02797
H: 1.03559 -2.16164 2.39102
H: -0.11850 -2.00218 1.58639
O: 1.50655 0.51618 -3.28594
H: 1.80348 0.15548 -4.11675
H: 1.45977 -0.30505 -2.77672
O: 0.32886 3.81921 0.26767
H: -0.08352 3.61661 -0.58535
H: 0.72213 2.97120 0.52099
O: 2.95609 1.90007 0.20999
H: 2.44859 2.41690 -0.41520
H: 3.14824 1.10497 -0.28269
O: 2.75737 -0.41210 1.66944
H: 3.70364 -0.60481 1.81525
H: 2.61146 0.52420 1.79247
O: 0.69995 -3.34463 -0.54196
H: 0.82759 -3.80999 0.29741
H: -0.26094 -3.18361 -0.61218

---

Record 2
Here is a 9-piece molecular cluster, C4H23O10S2 overall from the OMol25 dataset. Energies are from the ωB97M-V functional and the def2-TZVPD basis.

Output
frontier orbital gap	8.45	eV
net charge	-1
ΔE to the lowest compared entry with this formula, charge and spin	1.358	eV

Element x y z (Å)
C: 1.22303 1.74181 1.59160
C: 1.52305 1.82456 0.04773
O: 0.65401 2.20839 -0.73820
O: 2.64155 1.51229 -0.28496
C: -0.15906 1.27043 1.85335
S: -0.86124 0.96612 3.59212
S: -0.28828 -0.81871 4.33343
C: -0.85672 -2.28979 3.68659
H: 1.96407 1.06205 1.86572
H: 1.40123 2.67020 2.17035
H: -0.44002 0.27245 1.54187
H: -0.80380 2.02210 1.47046
H: -1.82497 -2.23892 3.29242
H: -0.08310 -2.64852 2.90448
H: -0.65084 -3.16774 4.33866
H: 3.41155 -0.83825 0.86212
H: 4.08745 -1.13614 -0.50262
O: 4.01007 -1.44498 0.37126
H: -2.80315 -1.76044 -1.92334
H: -3.53425 -0.94421 -0.54723
O: -3.47510 -1.77577 -1.12298
H: -0.57486 -0.57273 -3.22945
H: -0.91818 0.19108 -1.88304
O: -1.25691 -0.26118 -2.61762
H: -3.06344 2.52760 0.49414
H: -1.56578 2.56911 -0.15236
O: -2.50336 2.28015 -0.26911
H: -3.45290 0.18459 -2.92112
H: -3.44077 1.35463 -1.77879
O: -4.02917 0.67988 -2.30416
H: 0.49101 -3.87081 0.76146
H: 1.21517 -4.91565 1.32864
O: 0.32475 -4.69863 1.05197
H: 1.96721 2.81470 -2.82934
H: 0.94557 2.82739 -3.86731
O: 1.86270 2.65106 -3.76634
H: 2.85717 0.50056 -1.73119
H: 2.84628 -0.33490 -3.05734
O: 3.16004 -0.41377 -2.03184

---

Record 3
Here is a 7-piece molecular cluster, C4H24N2O6 overall from the OMol25 dataset. Energies are from the ωB97M-V functional and the def2-TZVPD basis.

Output
frontier orbital gap (spin up / spin down)	10.59 / 5.69	eV
expectation value of S²	0.756
net charge	+1
ΔE to the lowest compared entry with this formula, charge and spin	2.060	eV
multiplicity	2

Element x y z (Å)
N: -3.11056 0.48054 0.41447
C: -1.04639 2.89686 -1.59294
C: -1.85804 2.37777 -0.43911
C: -2.44608 0.83646 -0.74781
C: -1.18698 -0.03412 -1.15443
N: -0.07177 0.09044 -0.25039
H: -4.02883 0.04316 0.35925
H: -2.54416 -0.00566 1.10217
H: -0.07214 2.50474 -1.86384
H: -1.74927 2.91783 -2.43532
H: -0.82416 3.94959 -1.39325
H: -2.79996 2.91588 -0.39450
H: -1.38851 2.31756 0.54493
H: -3.05742 1.05496 -1.62450
H: -1.42449 -1.10461 -1.17583
H: -0.91806 0.35343 -2.13379
H: 0.69293 0.74074 -0.22249
H: -0.33632 0.02288 0.72453
H: 1.61282 -2.48788 -2.90001
H: 0.47149 -3.13424 -2.08322
O: 1.26395 -3.32167 -2.55944
H: -0.75548 -2.74217 1.84451
H: -2.14197 -2.66430 1.28031
O: -1.48157 -3.31318 1.58528
H: 1.62063 0.47453 2.82184
H: 2.89603 1.43987 2.76532
O: 2.01589 1.24297 2.43204
H: 2.26780 -2.61678 1.95810
H: 2.20931 -1.28013 1.48216
O: 1.89883 -1.76943 2.26167
H: 2.43212 -3.22820 -0.81473
H: 2.19239 -1.56711 -0.53415
O: 2.62633 -2.39245 -0.36557
H: 1.61739 3.00432 0.33425
H: 1.01285 4.37908 0.10460
O: 1.76118 3.81980 -0.15940

---

Record 4
Here is a 7-piece molecular cluster, C4H24N2O7 overall from the OMol25 dataset. Energies are from the ωB97M-V functional and the def2-TZVPD basis.

Output
SMILES	NCC[C@H](N)CO.O.O.O.O.O.O
frontier orbital gap	9.22	eV
net charge	0
ΔE to the lowest compared entry with this formula, charge and spin	2.447	eV

Element x y z (Å)
N: 2.49100 0.11085 -1.77801
C: 1.03092 0.02376 -1.67693
C: 0.50560 0.42922 -0.27760
C: -0.87873 1.03613 -0.21362
N: -0.89738 2.44123 -0.58985
C: -1.56256 0.82184 1.13132
O: -2.01873 -0.53131 1.21891
H: 2.88879 -0.63497 -1.20455
H: 2.81431 0.98534 -1.37997
H: 0.82346 -1.04051 -1.77246
H: 0.45388 0.39923 -2.51123
H: 1.24391 1.04650 0.24364
H: 0.58668 -0.50211 0.30539
H: -1.47591 0.51132 -0.96247
H: -1.26407 2.65989 -1.50492
H: 0.00433 2.87870 -0.46536
H: -0.92534 1.12412 1.97522
H: -2.39794 1.51807 1.16387
H: -2.86108 -0.52878 1.68142
O: 1.76079 -0.17140 3.04532
H: 1.48285 0.00184 2.13542
H: 2.41931 0.50045 3.28549
O: 2.00799 3.06116 1.08805
H: 2.61679 3.56789 1.65185
H: 2.47459 2.21661 1.06736
O: -2.50854 -2.53806 -1.18878
H: -3.28700 -1.97682 -1.04989
H: -2.35281 -2.79444 -0.26664
O: -1.88249 0.47972 -3.42777
H: -1.18353 -0.08334 -3.07704
H: -2.69028 0.07120 -3.09440
O: -0.89910 -1.28080 4.26251
H: -0.81800 -0.90506 3.38063
H: -0.02742 -1.62997 4.46938
O: 1.57899 -4.07417 -2.02345
H: 1.96839 -3.20077 -2.14527
H: 0.77833 -3.99258 -1.49557

---

Record 5
Here is a 7-piece molecular cluster, C4H24N2O7 overall from the OMol25 dataset. Energies are from the ωB97M-V functional and the def2-TZVPD basis.

Output
SMILES	NCC[C@@H](N)CO.O.O.O.O.O.O
frontier orbital gap	9.33	eV
net charge	0
ΔE to the lowest compared entry with this formula, charge and spin	4.248	eV

Element x y z (Å)
N: 2.82074 -0.78892 0.26398
C: 2.53405 -1.40870 -1.02597
C: 2.19693 -0.37301 -2.09653
C: 0.90815 0.40906 -1.54072
N: 1.23326 1.70916 -1.00561
C: -0.10900 0.42071 -2.66837
O: -1.23895 -0.26223 -2.23906
H: 3.79022 -0.70347 0.22614
H: 2.39421 0.13922 0.44160
H: 3.19697 -2.29635 -1.52168
H: 1.57379 -2.07550 -0.91386
H: 3.06560 0.33042 -2.36645
H: 2.01014 -1.04329 -2.92987
H: 0.58777 -0.23635 -0.64816
H: 1.44607 1.65620 -0.05820
H: 1.80067 2.23515 -1.55143
H: -0.63029 1.47403 -2.67657
H: 0.28090 0.24805 -3.67184
H: -1.07641 -1.16340 -1.98200
O: -0.01910 -3.18349 1.09336
H: -0.94193 -3.06683 1.11710
H: 0.38782 -2.32553 1.42845
O: 0.18398 -1.32899 2.92382
H: 0.77687 -1.18334 3.64353
H: 0.33174 -0.57492 2.20946
O: -3.62171 0.73234 -1.65937
H: -2.93474 0.14215 -1.89635
H: -3.30744 1.65158 -1.63549
O: -1.35130 0.64431 3.02335
H: -1.27050 -0.04687 3.67336
H: -2.07799 0.66565 2.37809
O: -3.37933 0.96956 1.25420
H: -3.26713 1.46269 0.44449
H: -3.90582 0.29233 1.00647
O: 1.23969 2.24120 1.89383
H: 1.29235 3.15252 1.73533
H: 0.41220 2.03424 2.40778

---

Record 6
Here is a 8-piece molecular cluster, C4H24NO8S overall from the OMol25 dataset. Energies are from the ωB97M-V functional and the def2-TZVPD basis.

Output
frontier orbital gap	8.85	eV
net charge	-1
ΔE to the lowest compared entry with this formula, charge and spin	3.976	eV

Element x y z (Å)
C: -0.27750 0.00570 -2.70530
C: -0.22833 0.43494 -1.30537
C: -0.75398 1.90699 -1.15065
S: -2.47272 2.23393 -1.36368
N: 1.07811 0.42061 -0.57825
C: 2.36331 0.89198 -1.28512
O: 2.94603 -0.01530 -2.04584
H: 0.27242 -0.98531 -2.93271
H: -1.25790 -0.03251 -3.23164
H: 0.39433 0.65895 -3.22197
H: -0.84889 -0.36627 -0.80203
H: -0.26996 2.17893 -0.12943
H: -0.17804 2.53496 -1.89178
H: -3.06934 1.00378 -1.33288
H: 1.26976 -0.48669 -0.02980
H: 2.06158 1.78822 -1.97333
H: 3.20122 0.97689 -0.44259
H: 0.39053 2.23017 2.93219
H: 0.22177 2.65576 1.40691
O: 0.51674 2.91174 2.21426
H: -1.04600 -0.46243 3.06677
H: 0.49826 -0.09534 3.29104
O: -0.33606 -0.00817 3.64340
H: 0.03791 -2.61375 -0.73953
H: 2.32006 -0.68321 -2.37375
O: 0.19459 -3.05706 -1.65239
H: -1.74557 -2.20080 2.29494
H: -0.75298 -1.63843 1.24155
O: -1.74104 -1.36138 1.78736
H: -2.83042 0.46777 1.20483
H: -3.95429 -0.49156 0.85026
O: -3.60699 0.36952 0.76061
H: 2.33231 0.21574 2.14094
H: 1.20325 -0.76533 1.81735
O: 2.02680 -0.61567 2.35521
H: 0.58868 -2.72888 0.98952
H: 1.03309 -3.31473 -1.45427
O: 0.41926 -1.96372 0.64517